Formula: C60H160N16O28
Source: the Open Molecules 2025 dataset
Level of theory: ωB97M-V with the def2-TZVPD basis set

Molar mass (Da): 1554.0
Total charge: 0
Total energy (Eh): -5364.49734
E_HOMO (eV): -8.18
ΔE to the lowest compared entry with this formula, charge and spin (kcal per mole): 0.0
F_max (hartree/bohr): 0.08109
Frontier orbital gap (Eh): 0.316

Bonds (Å) are listed after each position.
Geometry (Å):
1 C 1.40060 5.05863 0.69624  O2 1.392, H10 1.110, H11 1.101, H12 1.095
2 O 1.21512 3.74504 1.11655  C1 1.392, C3 1.408
3 C -0.05632 3.29693 1.52187  O2 1.408, C4 1.546, H13 1.103, H14 1.116
4 C 0.17530 2.16865 2.55342  C3 1.546, N5 1.444, H15 1.094, H16 1.070
5 N 0.36363 2.61000 3.91557  C4 1.444, C6 1.475, H17 0.991
6 C 1.03062 3.90422 4.15066  N5 1.475, C7 1.517, H18 1.103, H19 1.139
7 C 0.43831 4.68735 5.30696  C6 1.517, O8 1.415, H20 1.068, H21 1.127
8 O -0.97522 4.67392 5.24062  C7 1.415, C9 1.385
9 C -1.68137 5.52232 6.07643  O8 1.385, H22 1.060, H23 1.121, H24 1.077
10 H 0.79295 5.41569 -0.16191  C1 1.110
11 H 2.44721 5.28179 0.43554  C1 1.101
12 H 1.18113 5.74581 1.51969  C1 1.095
13 H -0.58742 2.92670 0.62879  C3 1.103
14 H -0.61724 4.12888 2.00970  C3 1.116
15 H 0.94034 1.51801 2.11905  C4 1.094
16 H -0.74923 1.62933 2.56643  C4 1.070
17 H -0.50809 2.72505 4.37315  N5 0.991
18 H 0.87347 4.59437 3.30531  C6 1.103
19 H 2.16476 3.91068 4.25351  C6 1.139
20 H 0.86200 5.66266 5.21141  C7 1.068
21 H 0.77820 4.34403 6.32469  C7 1.127
22 H -1.88438 6.47217 5.65093  C9 1.060
23 H -1.03101 5.75288 6.95927  C9 1.121
24 H -2.55920 4.98123 6.38733  C9 1.077
25 C -4.60525 -2.03247 -7.20113  O26 1.419, H34 1.071, H35 1.115, H36 1.040
26 O -3.68293 -0.95354 -7.21057  C25 1.419, C27 1.459
27 C -3.98970 -0.08616 -6.07773  O26 1.459, C28 1.528, H37 1.081, H38 1.113
28 C -3.40380 1.30250 -6.32639  C27 1.528, N29 1.455, H39 1.107, H40 1.142
29 N -3.49332 2.00753 -5.05629  C28 1.455, C30 1.490, H41 1.003
30 C -3.15412 3.44921 -5.21509  N29 1.490, C31 1.512, H42 1.112, H43 1.122
31 C -3.02580 4.12645 -3.86885  C30 1.512, O32 1.429, H44 1.128, H45 1.111
32 O -2.17747 3.32740 -3.04101  C31 1.429, C33 1.417
33 C -1.65988 4.03229 -1.92658  O32 1.417, H46 1.121, H47 1.077, H48 1.098
34 H -5.51296 -1.63247 -7.60547  C25 1.071
35 H -4.87822 -2.45748 -6.20722  C25 1.115
36 H -4.22090 -2.79015 -7.80087  C25 1.040
37 H -3.57291 -0.46357 -5.15474  C27 1.081
38 H -5.08153 0.06584 -5.92391  C27 1.113
39 H -3.98085 1.86004 -7.08975  C28 1.107
40 H -2.32501 1.29457 -6.69963  C28 1.142
41 H -2.92202 1.52150 -4.39094  N29 1.003
42 H -4.00510 3.87227 -5.79210  C30 1.112
43 H -2.19497 3.53832 -5.78985  C30 1.122
44 H -4.07799 4.12137 -3.46114  C31 1.128
45 H -2.68976 5.18482 -3.88419  C31 1.111
46 H -1.23032 5.00433 -2.28202  C33 1.121
47 H -0.90250 3.53368 -1.34526  C33 1.077
48 H -2.56060 4.25516 -1.33995  C33 1.098
49 C -7.21677 3.00797 6.26892  O50 1.372, H58 1.114, H59 1.104, H60 1.110
50 O -7.27212 2.44098 5.02038  C49 1.372, C51 1.409
51 C -8.19856 3.11601 4.20057  O50 1.409, C52 1.509, H61 1.111, H62 1.090
52 C -8.37442 2.35508 2.90983  C51 1.509, N53 1.424, H63 1.111, H64 1.125
53 N -7.39579 2.63558 1.91370  C52 1.424, C54 1.470, H65 1.032
54 C -7.56768 1.94123 0.62919  N53 1.470, C55 1.547, H66 1.094, H67 1.067
55 C -6.95894 0.52018 0.69703  C54 1.547, O56 1.379, H68 1.075, H69 1.122
56 O -7.74888 -0.30324 1.47098  C55 1.379, C57 1.450
57 C -8.90434 -0.79380 0.74585  O56 1.450, H70 1.105, H71 1.119, H72 1.072
58 H -6.67329 3.98028 6.26700  C49 1.114
59 H -6.69936 2.33033 6.97105  C49 1.104
60 H -8.25707 3.27423 6.55002  C49 1.110
61 H -7.87913 4.11534 3.83352  C51 1.111
62 H -9.12216 3.16797 4.77770  C51 1.090
63 H -9.36642 2.69967 2.54611  C52 1.111
64 H -8.47129 1.30317 3.29619  C52 1.125
65 H -7.54833 3.62679 1.67154  N53 1.032
66 H -7.00736 2.54353 -0.09156  C54 1.094
67 H -8.62956 1.93321 0.52557  C54 1.067
68 H -5.95930 0.55555 1.09070  C55 1.075
69 H -6.85401 0.12669 -0.34875  C55 1.122
70 H -8.59397 -0.78541 -0.31484  C57 1.105
71 H -9.80647 -0.13491 0.80474  C57 1.119
72 H -9.13666 -1.77391 1.11174  C57 1.072
73 C -3.79992 2.80374 1.92524  O74 1.415, H82 1.087, H83 1.092, H84 1.057
74 O -3.97585 3.76617 0.90312  C73 1.415, C75 1.425
75 C -4.50281 4.96528 1.46529  O74 1.425, C76 1.519, H85 1.098, H86 1.097
76 C -5.09568 5.81714 0.35647  C75 1.519, N77 1.491, H87 1.095, H88 1.115
77 N -6.29194 5.11599 -0.19291  C76 1.491, C78 1.461, H89 1.009
78 C -7.21033 6.04800 -0.84291  N77 1.461, C79 1.510, H90 1.104, H91 1.057
79 C -8.61926 5.67296 -0.44877  C78 1.510, O80 1.407, H92 1.101, H93 1.072
80 O -8.91309 4.39254 -0.95276  C79 1.407, C81 1.412
81 C -10.23570 4.02495 -0.62271  O80 1.412, H94 1.085, H95 1.091, H96 1.061
82 H -3.45736 3.21041 2.87357  C73 1.087
83 H -3.13075 1.99420 1.62472  C73 1.092
84 H -4.72191 2.31023 2.07715  C73 1.057
85 H -3.74307 5.48315 2.06606  C75 1.098
86 H -5.35343 4.64314 2.07805  C75 1.097
87 H -4.30129 5.97082 -0.38101  C76 1.095
88 H -5.38775 6.77666 0.84434  C76 1.115
89 H -5.98345 4.40764 -0.84256  N77 1.009
90 H -7.11712 6.03293 -1.94253  C78 1.104
91 H -7.04119 7.03425 -0.50205  C78 1.057
92 H -9.29266 6.44464 -0.85341  C79 1.101
93 H -8.75863 5.62945 0.61277  C79 1.072
94 H -10.42077 4.22042 0.42848  C81 1.085
95 H -10.20539 2.93428 -0.63930  C81 1.091
96 H -10.97245 4.57218 -1.15572  C81 1.061
97 C 11.03861 -6.23204 -4.45286  O98 1.387, H106 1.068, H107 1.092, H108 1.060
98 O 11.21265 -4.85811 -4.53525  C97 1.387, C99 1.411
99 C 11.29757 -4.43993 -5.88003  O98 1.411, C100 1.476, H109 1.101, H110 1.104
100 C 11.11856 -2.97612 -5.81002  C99 1.476, N101 1.429, H111 1.074, H112 1.113
101 N 9.71963 -2.69772 -5.72672  C100 1.429, C102 1.436, H113 0.997
102 C 9.32138 -1.32926 -5.90351  N101 1.436, C103 1.463, H114 1.087, H115 1.086
103 C 7.87935 -1.18957 -6.10802  C102 1.463, O104 1.337, H116 1.101, H117 1.102
104 O 7.33570 -1.78811 -5.04378  C103 1.337, C105 1.379
105 C 5.97205 -1.79276 -4.83787  O104 1.379, H118 1.083, H119 1.101, H120 1.104
106 H 11.77803 -6.80086 -4.97362  C97 1.068
107 H 10.11082 -6.47408 -4.97628  C97 1.092
108 H 11.02207 -6.51996 -3.43286  C97 1.060
109 H 10.43471 -4.82758 -6.44426  C99 1.101
110 H 12.27646 -4.81073 -6.23033  C99 1.104
111 H 11.60314 -2.41723 -6.58914  C100 1.074
112 H 11.73182 -2.60142 -4.96066  C100 1.113
113 H 9.36450 -3.07034 -4.87254  N101 0.997
114 H 9.89601 -0.97045 -6.75324  C102 1.087
115 H 9.61486 -0.75302 -5.03132  C102 1.086
116 H 7.62612 -1.63766 -7.08139  C103 1.101
117 H 7.47954 -0.16879 -6.22023  C103 1.102
118 H 5.48936 -2.37979 -5.60931  C105 1.083
119 H 5.56906 -0.78621 -5.02726  C105 1.101
120 H 5.65727 -2.15072 -3.84190  C105 1.104
121 C 7.19753 -6.75070 2.80551  O122 1.392, H130 1.128, H131 1.097, H132 1.104
122 O 5.97505 -6.43207 3.39091  C121 1.392, C123 1.421
123 C 6.04523 -5.24398 4.16675  O122 1.421, C124 1.538, H133 1.131, H134 1.106
124 C 4.63978 -4.83155 4.63603  C123 1.538, N125 1.415, H135 1.112, H136 1.068
125 N 3.63229 -4.91368 3.64607  C124 1.415, C126 1.502, H137 1.030
126 C 3.92832 -4.03191 2.46623  N125 1.502, C127 1.497, H138 1.080, H139 1.083
127 C 3.00559 -4.34661 1.33006  C126 1.497, O128 1.403, H140 1.108, H141 1.120
128 O 3.30064 -5.60756 0.79126  C127 1.403, C129 1.441
129 C 2.52448 -5.72534 -0.41662  O128 1.441, H142 1.080, H143 1.097, H144 1.099
130 H 7.55941 -6.11517 1.94672  C121 1.128
131 H 7.02123 -7.76547 2.42678  C121 1.097
132 H 7.97785 -6.82486 3.58347  C121 1.104
133 H 6.52495 -4.45423 3.51386  C123 1.131
134 H 6.70295 -5.42250 5.03835  C123 1.106
135 H 4.74917 -3.80210 5.04322  C124 1.112
136 H 4.26268 -5.34398 5.49390  C124 1.068
137 H 3.71433 -5.84869 3.22238  N125 1.030
138 H 4.95772 -4.14652 2.16015  C126 1.080
139 H 3.69419 -3.03248 2.81206  C126 1.083
140 H 3.15813 -3.62376 0.50459  C127 1.108
141 H 1.92150 -4.22015 1.58131  C127 1.120
142 H 2.63764 -4.81009 -0.97868  C129 1.080
143 H 1.45290 -5.89676 -0.25912  C129 1.097
144 H 2.97011 -6.54605 -0.99663  C129 1.099
145 C -1.80099 0.46664 6.35041  O146 1.436, H154 1.090, H155 1.078, H156 1.076
146 O -2.48501 0.40484 5.08943  C145 1.436, C147 1.389
147 C -3.86647 0.26764 5.13105  O146 1.389, C148 1.466, H157 1.113, H158 1.119
148 C -4.38812 -0.24366 3.86054  C147 1.466, N149 1.486, H159 1.088, H160 1.064
149 N -3.92276 -1.60665 3.49273  C148 1.486, C150 1.436, H161 1.034
150 C -4.55417 -2.22638 2.36207  N149 1.436, C151 1.535, H162 1.141, H163 1.078
151 C -3.79401 -3.52257 2.04710  C150 1.535, O152 1.440, H164 1.088, H165 1.091
152 O -2.43173 -3.12879 1.79682  C151 1.440, C153 1.439
153 C -1.57255 -4.24258 1.49286  O152 1.439, H166 1.073, H167 1.067, H168 1.110
154 H -0.83927 0.97819 6.38030  C145 1.090
155 H -1.76052 -0.56513 6.66077  C145 1.078
156 H -2.51833 1.02522 6.92668  C145 1.076
157 H -4.30572 1.24146 5.44428  C147 1.113
158 H -4.10903 -0.46261 5.94312  C147 1.119
159 H -4.11286 0.50106 3.11672  C148 1.088
160 H -5.44729 -0.20916 3.76984  C148 1.064
161 H -2.89829 -1.72005 3.57186  N149 1.034
162 H -4.55599 -1.49742 1.48438  C150 1.141
163 H -5.54437 -2.51992 2.67217  C150 1.078
164 H -4.19885 -4.03838 1.17845  C151 1.088
165 H -3.78129 -4.22599 2.88035  C151 1.091
166 H -1.68317 -5.00047 2.24390  C153 1.073
167 H -0.60135 -3.80151 1.48009  C153 1.067
168 H -1.81340 -4.60419 0.47135  C153 1.110
169 C -3.51171 0.15033 -1.47671  O170 1.390, H178 1.127, H179 1.081, H180 1.032
170 O -2.26570 -0.36387 -1.13794  C169 1.390, C171 1.451
171 C -1.73881 0.02995 0.15520  O170 1.451, C172 1.556, H181 1.117, H182 1.136
172 C -0.40776 -0.69206 0.51457  C171 1.556, N173 1.440, H183 1.051, H184 1.069
173 N 0.52778 -0.70146 -0.58021  C172 1.440, C174 1.473, H185 1.021
174 C 1.89792 -0.99996 -0.12892  N173 1.473, C175 1.528, H186 1.093, H187 1.096
175 C 2.69180 -1.43345 -1.36031  C174 1.528, O176 1.416, H188 1.084, H189 1.112
176 O 3.91789 -2.08748 -1.08944  C175 1.416, C177 1.448
177 C 4.81995 -1.15128 -0.45266  O176 1.448, H190 1.122, H191 1.074, H192 1.079
178 H -4.29983 -0.56483 -1.10718  C169 1.127
179 H -3.58030 0.02145 -2.54786  C169 1.081
180 H -3.77158 1.10181 -1.17423  C169 1.032
181 H -2.47626 -0.22077 0.95632  C171 1.117
182 H -1.44362 1.12357 0.06624  C171 1.136
183 H -0.58890 -1.66236 0.87561  C172 1.051
184 H -0.06363 -0.20035 1.39896  C172 1.069
185 H 0.35804 -1.39444 -1.30996  N173 1.021
186 H 1.96225 -1.89116 0.50127  C174 1.093
187 H 2.41560 -0.14955 0.32901  C174 1.096
188 H 2.86874 -0.56882 -1.99034  C175 1.084
189 H 2.09226 -2.17834 -1.92786  C175 1.112
190 H 5.74314 -1.75279 -0.24021  C177 1.122
191 H 4.49840 -0.65684 0.44517  C177 1.074
192 H 4.95493 -0.34883 -1.16133  C177 1.079
193 C -6.75971 1.60292 -3.26744  C194 1.505, O196 1.408, H197 1.082, H198 1.100
194 C -8.12781 1.69332 -3.88819  C193 1.505, O195 1.345, H199 1.075, H200 1.092
195 O -9.01440 2.34154 -3.11119  C194 1.345, H201 0.955
196 O -6.10745 2.84773 -3.34565  C193 1.408, H202 0.962
197 H -6.20513 0.79253 -3.72157  C193 1.082
198 H -6.87483 1.26827 -2.22559  C193 1.100
199 H -8.55360 0.72316 -4.06992  C194 1.075
200 H -7.92203 2.19746 -4.83459  C194 1.092
201 H -8.76593 3.26071 -3.03500  O195 0.955
202 H -5.45387 2.73270 -4.04142  O196 0.962
203 C 1.04566 -3.31696 5.23342  C204 1.493, O206 1.399, H207 1.103, H208 1.099
204 C 0.34975 -2.12233 4.67071  C203 1.493, O205 1.451, H209 1.059, H210 1.121
205 O 1.04054 -1.60447 3.50509  C204 1.451, H211 0.980
206 O 1.09196 -4.18884 4.13975  C203 1.399, H212 1.027
207 H 0.58565 -3.84178 6.08768  C203 1.103
208 H 2.05371 -3.01635 5.55063  C203 1.099
209 H 0.22881 -1.31800 5.34959  C204 1.059
210 H -0.66005 -2.50138 4.36485  C204 1.121
211 H 1.06563 -2.34323 2.86090  O205 0.980
212 H 2.07395 -4.45749 4.00745  O206 1.027
213 C -1.36097 -2.77936 -3.77413  C214 1.482, O216 1.453, H217 1.097, H218 1.089
214 C -0.68937 -1.70487 -4.54344  C213 1.482, O215 1.437, H219 1.114, H220 1.111
215 O -1.04883 -0.36577 -4.16773  C214 1.437, H221 0.981
216 O -0.92959 -2.66194 -2.39125  C213 1.453, H222 1.022
217 H -1.09045 -3.75656 -4.19227  C213 1.097
218 H -2.44924 -2.79280 -3.80209  C213 1.089
219 H -0.94038 -1.80988 -5.62408  C214 1.114
220 H 0.41991 -1.77053 -4.52379  C214 1.111
221 H -1.19887 -0.25511 -3.20465  O215 0.981
222 H -1.53159 -1.96450 -1.94939  O216 1.022
223 C 5.69574 -5.41930 -2.36748  C224 1.507, O226 1.379, H227 1.111, H228 1.161
224 C 6.45960 -5.53776 -3.66090  C223 1.507, O225 1.405, H229 1.135, H230 1.115
225 O 7.14768 -6.76197 -3.68686  C224 1.405, H231 0.963
226 O 4.73157 -4.43565 -2.43712  C223 1.379, H232 0.966
227 H 6.33640 -5.31525 -1.46566  C223 1.111
228 H 5.15862 -6.43462 -2.20049  C223 1.161
229 H 7.20131 -4.70252 -3.86060  C224 1.135
230 H 5.69122 -5.60865 -4.46627  C224 1.115
231 H 7.76712 -6.82797 -4.42076  O225 0.963
232 H 5.08333 -3.59223 -2.12481  O226 0.966
233 C 2.59225 2.49963 -2.17716  O234 1.217, N235 1.342, N236 1.283
234 O 3.37231 3.33757 -1.76314  C233 1.217
235 N 1.46832 2.19469 -1.51009  C233 1.342, H237 1.016, H238 1.017
236 N 2.87212 1.80044 -3.21553  C233 1.283, H239 1.003, H240 1.010
237 H 1.04240 1.27365 -1.56030  N235 1.016
238 H 1.64639 2.51373 -0.56145  N235 1.017
239 H 3.81138 1.82265 -3.56639  N236 1.003
240 H 2.20256 1.13381 -3.57355  N236 1.010
241 C 4.10788 1.16164 4.87203  O242 1.221, N243 1.337, N244 1.383
242 O 5.31885 1.11510 4.72063  C241 1.221
243 N 3.26846 0.82743 3.88646  C241 1.337, H245 1.029, H246 1.006
244 N 3.51070 1.48796 6.07622  C241 1.383, H247 1.016, H248 1.027
245 H 2.29243 0.50027 3.89430  N243 1.029
246 H 3.65730 0.49455 3.02042  N243 1.006
247 H 2.53168 1.74556 5.99204  N244 1.016
248 H 4.13448 2.04815 6.66925  N244 1.027
249 C 8.04401 0.50493 2.03634  O250 1.270, N251 1.327, N252 1.397
250 O 7.74201 0.71728 0.82113  C249 1.270
251 N 7.60417 1.15456 3.10638  C249 1.327, H253 1.037, H254 1.021
252 N 8.96079 -0.50822 2.32715  C249 1.397, H255 1.037, H256 1.016
253 H 7.63962 0.69587 4.03586  N251 1.037
254 H 6.75938 1.72208 3.02259  N251 1.021
255 H 9.57986 -0.60663 1.50112  N252 1.037
256 H 9.56918 -0.23443 3.09290  N252 1.016
257 C 6.26134 1.17909 -2.43532  O258 1.263, N259 1.341, N260 1.396
258 O 5.56569 1.23160 -3.48763  C257 1.263
259 N 7.23438 0.34173 -2.04927  C257 1.341, H261 0.985, H262 0.983
260 N 6.01996 2.12269 -1.43489  C257 1.396, H263 1.038, H264 0.973
261 H 7.81477 -0.16361 -2.66408  N259 0.985
262 H 7.74117 0.64194 -1.26288  N259 0.983
263 H 6.68969 2.10100 -0.64170  N260 1.038
264 H 5.19004 2.63022 -1.40414  N260 0.973